C3H11NO3 | wB97M-V/def2-TZVPD

XYZ file:
```
18
Properties=species:S:1:pos:R:3:forces:R:3:mulliken_charge:R:1
N 0.730169 0.747324 -0.684337 -0.4 -0.6 0.0 -0.606
C -0.117483 0.480501 0.479789 -0.3 -0.3 0.6 0.415
C -1.563158 0.967408 0.334365 -0.2 0.6 0.5 -0.905
O -1.653780 2.365468 0.012229 0.3 -0.5 0.5 -0.506
C -0.108892 -1.025506 0.734457 1.8 0.8 0.0 -0.897
O 1.229970 -1.468316 1.053924 -0.8 -0.3 0.0 -0.592
H 0.170797 0.646553 -1.527188 0.0 -0.1 0.0 0.303
H 0.989007 1.704449 -0.664230 0.4 1.0 -0.1 0.222
H 0.356939 0.962021 1.363341 -0.3 -0.2 -0.5 0.333
H -2.174989 0.739679 1.238424 0.5 0.1 -0.4 0.351
H -2.047750 0.474887 -0.489621 -0.1 -0.4 -0.5 0.373
H -1.413508 2.827203 0.823924 -0.1 0.2 -0.2 0.321
H -0.519604 -1.536495 -0.115208 0.0 -0.4 -0.8 0.369
H -0.710359 -1.294538 1.561610 -0.6 -0.2 1.0 0.443
H 1.881442 -0.939632 0.580675 -0.2 0.2 -0.2 0.360
O 1.749173 -2.058447 -1.912094 0.2 0.0 -1.1 -0.664
H 1.628079 -2.450736 -1.065377 -0.1 -0.8 1.1 0.351
H 1.573951 -1.141831 -1.724683 0.0 0.8 0.0 0.328
```
Positions in Å, forces in eV/Å.

Values from the calculation:
Lowest unoccupied orbital energy = 0.6 eV
SMILES = NC(CO)CO.O
Orbital gap = 10.79 eV

C3H11NO3 | wB97M-V/def2-TZVPD

XYZ file:
```
18
Properties=species:S:1:pos:R:3:forces:R:3:mulliken_charge:R:1
N -1.956155 0.441489 -1.048172 -0.3 2.0 0.7 -0.611
C -0.793702 1.323865 -0.719480 0.3 -0.9 1.2 -0.526
C 0.023125 0.631763 0.436862 2.5 2.1 0.0 -0.513
C -0.632339 0.920615 1.742657 -2.2 -2.0 1.2 0.045
O -0.526149 1.812137 2.545867 0.9 0.4 -0.8 -0.460
H -1.738740 -0.360595 -0.484289 -0.8 -0.7 0.0 0.264
H -2.776874 0.929553 -0.634123 0.5 -1.0 -0.4 0.291
H -0.168557 1.404637 -1.589670 0.3 0.3 -0.3 0.299
H -1.060022 2.336537 -0.336054 0.0 -0.7 -0.6 0.273
H 1.058189 1.100342 0.562407 -1.3 -0.4 -0.6 0.341
H 0.242577 -0.450682 0.312794 -0.6 0.6 -0.1 0.348
H -1.407029 0.127082 2.028417 0.4 0.4 -0.3 0.265
O -0.270202 -3.598825 -2.323945 0.5 -0.3 -0.3 -0.631
H 0.003688 -3.455290 -3.238293 -0.3 0.3 0.0 0.316
H 0.402090 -4.234187 -2.047983 -0.2 0.0 0.3 0.316
O 2.884888 0.194845 1.316171 1.4 0.6 1.2 -0.630
H 3.836928 0.377888 1.235641 -0.1 -0.4 -1.0 0.301
H 2.878277 0.498820 2.241196 -1.1 -0.2 -0.1 0.311
```
Positions in Å, forces in eV/Å.

Values from the calculation:
Lowest unoccupied orbital energy = 0.6 eV
SMILES = NCCC=O.O.O
Orbital gap = 9.89 eV

C3H11NO3 | wB97M-V/def2-TZVPD

XYZ file:
```
18
Properties=species:S:1:pos:R:3:forces:R:3:mulliken_charge:R:1
N -2.240210 -0.581265 -0.170128 0.2 -0.3 -0.1 -0.536
C -1.365105 -0.837314 0.964387 0.0 -0.7 1.6 -0.738
C 0.148684 -0.628608 0.722257 -1.2 1.0 -0.5 0.386
C 0.690934 0.348673 1.737185 0.2 0.1 0.1 -0.064
O 1.402718 1.283623 1.453353 0.0 -0.2 0.1 -0.541
H -2.352621 0.400402 -0.388947 0.2 0.1 0.2 0.186
H -3.156915 -0.938731 0.056819 -0.1 0.0 -0.2 0.239
H -1.678263 -0.293033 1.875030 0.2 0.4 -0.3 0.375
H -1.532546 -1.861383 1.319706 0.0 -0.1 -0.5 0.318
H 0.191346 -0.093666 -0.218465 0.5 0.0 -0.1 -0.329
H 0.708633 -1.544748 0.553185 0.1 0.0 0.4 0.366
H 0.328419 0.269521 2.786477 0.1 -0.2 -0.2 0.337
O 1.657161 1.259246 -1.405924 0.8 1.0 0.6 -0.630
H 2.306426 1.834161 -1.843260 -0.4 -0.4 -0.3 0.304
H 1.831951 1.505216 -0.470486 -0.5 -0.5 -0.3 0.347
O -0.159404 -0.908841 -2.404187 0.8 -0.3 -1.0 -0.633
H -0.400944 -0.061694 -2.059866 0.0 0.8 0.1 0.298
H -0.721482 -1.500816 -1.933874 -0.8 -0.7 0.5 0.314
```
Positions in Å, forces in eV/Å.

Values from the calculation:
Lowest unoccupied orbital energy = 0.7 eV
SMILES = NCCC=O.O.O
Orbital gap = 10.67 eV

C3H11NO3 | wB97M-V/def2-TZVPD

XYZ file:
```
18
Properties=species:S:1:pos:R:3:forces:R:3:mulliken_charge:R:1
C -0.395511 2.710071 -1.412813 -0.2 -0.7 -2.3 -0.973
N 0.441348 3.220194 -0.326518 -2.3 0.8 -3.0 0.144
C 0.630189 4.604576 -0.254213 3.2 1.1 1.3 -0.790
C 0.684779 2.439698 0.645088 1.2 -6.4 3.3 0.186
O 0.527201 1.192358 0.555673 0.1 2.0 0.5 -0.641
H 0.200611 2.724691 -2.323503 0.1 0.8 -0.4 0.354
H -1.387818 3.179106 -1.667469 1.1 0.3 1.0 0.309
H -0.605428 1.635192 -1.474073 0.2 0.2 1.5 0.324
H 1.219676 4.977004 -1.144206 -0.5 -0.2 1.0 0.255
H 1.241802 4.774675 0.765308 -1.5 0.2 -2.4 0.230
H -0.320874 5.043888 -0.248775 -1.2 1.3 0.2 0.341
H 1.119364 2.773943 1.619325 -0.2 0.7 -0.8 0.262
O 0.986097 -7.019051 0.755958 0.7 0.2 -0.1 -0.641
H 0.861847 -6.306451 0.079215 0.7 -1.0 1.0 0.327
H 1.939362 -7.203233 0.968510 -1.4 0.8 -0.8 0.315
O -2.156810 -6.235558 0.899791 -0.3 0.2 -0.5 -0.635
H -1.867375 -6.457302 1.805825 -1.0 0.3 -0.7 0.321
H -3.118459 -6.053797 0.756879 1.4 -0.4 1.1 0.313
```
Positions in Å, forces in eV/Å.

Values from the calculation:
Lowest unoccupied orbital energy = 0.8 eV
SMILES = CN(C)C=O.O.O
Orbital gap = 10.24 eV

C3H11NO3 | wB97M-V/def2-TZVPD

XYZ file:
```
18
Properties=species:S:1:pos:R:3:forces:R:3:mulliken_charge:R:1
C 0.639625 -1.140150 0.576695 0.5 4.2 -1.7 -0.679
N 0.088610 -0.799176 1.892195 -0.7 -1.0 0.4 0.097
C -1.362697 -0.618899 1.933237 -0.5 -2.9 1.5 -0.855
C 0.910867 -0.849189 2.964033 0.9 0.6 -0.3 0.121
O 2.108677 -0.837790 2.789839 1.0 -0.4 0.4 -0.580
H 0.146067 -0.227375 -0.035961 1.4 -2.3 0.4 0.138
H 0.323626 -2.065168 0.163293 -0.8 -0.9 0.0 0.311
H 1.791823 -1.106609 0.411020 -2.2 0.3 1.1 0.233
H -1.901203 -1.579179 1.534329 0.8 1.9 0.5 0.269
H -1.683106 0.265114 1.468790 -0.2 1.0 -1.4 0.329
H -1.762223 -0.456692 2.965972 0.8 -0.5 -0.5 0.284
H 0.574333 -0.837510 4.010304 -1.0 0.1 -0.3 0.338
O -1.456389 1.530409 -5.767840 1.5 0.3 2.2 -0.611
H -0.719873 1.388125 -5.110380 -1.3 1.1 0.1 0.300
H -1.076065 0.874162 -6.309961 -0.1 -1.4 -2.2 0.309
O -0.263192 1.841254 -2.145277 1.9 -2.3 0.5 -0.636
H -0.992086 2.333949 -2.404479 -1.8 1.8 -0.6 0.312
H 0.438895 2.383873 -1.795858 -0.1 0.5 0.0 0.319
```
Positions in Å, forces in eV/Å.

Values from the calculation:
Lowest unoccupied orbital energy = 0.6 eV
SMILES = CN(C)C=O.O.O
Orbital gap = 9.78 eV

C3H11NO3 | wB97M-V/def2-TZVPD

XYZ file:
```
18
Properties=species:S:1:pos:R:3:forces:R:3:mulliken_charge:R:1
C 0.931826 1.001303 1.181724 0.3 0.5 -0.6 -0.979
N 0.321755 -0.169705 0.579440 -0.6 -0.1 -0.1 -0.279
C -1.057312 0.057200 0.131930 -0.5 0.3 0.3 -0.344
C -1.287637 -0.774513 -1.110137 1.5 -0.1 0.1 -0.112
O -1.855031 -0.450049 -2.108853 -0.8 0.1 0.0 -0.476
H 0.207089 1.581813 1.745862 -0.1 -0.2 0.2 0.361
H 1.362265 1.704342 0.457956 -0.2 0.0 -0.2 0.273
H 1.746952 0.706048 1.812738 0.3 -0.2 0.6 0.313
H 0.850693 -0.522804 -0.207511 0.3 0.2 0.1 0.169
H -1.708769 -0.199176 0.972469 -0.3 -0.3 -0.2 0.416
H -1.300141 1.089884 -0.124871 0.3 0.1 -0.1 0.356
H -0.611268 -1.663176 -1.111654 -0.5 -0.3 0.0 0.312
O 0.096096 -2.893169 1.926984 0.1 0.0 0.1 -0.684
H 1.044982 -3.049802 1.871600 -0.1 0.0 0.0 0.300
H 0.019224 -1.936762 1.788085 0.1 0.1 -0.2 0.366
O 0.248089 1.842016 -2.241006 0.0 0.1 -0.1 -0.568
H -0.166506 2.028613 -3.090632 -0.2 -0.1 0.1 0.275
H 1.157700 1.647940 -2.474121 0.2 0.0 0.0 0.301
```
Positions in Å, forces in eV/Å.

Values from the calculation:
Lowest unoccupied orbital energy = 0.5 eV
SMILES = CNCC=O.O.O
Orbital gap = 9.92 eV

Electronic energy
In order: -10921.5746; -10920.5925; -10921.2055; -10920.5153; -10920.6427; -10921.0133
Unit: eV
Max |F|
In order: 1.9; 3.2; 1.7; 7.3; 4.6; 1.5
Unit: eV Å⁻¹
Energy relative to the best compared isomer or geometry (same formula, charge and spin)
In order: 33.0; 55.6; 41.5; 57.4; 54.5; 45.9
Unit: kcal/mol